Entry 1:
154
Properties=species:S:1:pos:R:3 method="wB97M-V/def2-TZVPD" lumo_ha=0.0094 largest_force_ev_per_a=8.1 e_tot_ev=-206687.5692
C 7.1094 -1.7035 -1.4566
C 7.5305 -3.0107 -2.3502
C 6.3147 -3.5612 -3.3503
O 6.1037 -2.8878 -4.4843
O 5.6112 -4.7683 -2.8946
C 4.5809 -5.2186 -3.8384
C 3.2526 -4.2716 -3.9423
P 2.3382 -3.9407 -2.3028
C 2.5517 -2.0234 -2.0272
I 2.6299 -1.4550 0.0867
C 1.2457 -1.3479 -2.8215
C 0.3282 -0.3847 -1.8513
I -0.1561 -2.9130 -3.5731
P 3.2286 -4.9978 -0.6049
N 2.1441 -4.9082 0.6222
O 3.4080 -6.6730 -1.1068
O 4.7029 -4.2787 -0.0056
H 8.0571 -1.0024 -1.2893
H 6.2111 -1.0727 -1.9011
H 6.7762 -2.0578 -0.3912
H 7.7584 -3.8849 -1.5697
H 8.5488 -2.8686 -2.9506
H 4.3242 -6.3462 -3.5629
H 5.0491 -5.2777 -4.9349
H 3.4684 -3.2324 -4.4859
H 2.4870 -4.8426 -4.6581
H 3.5222 -1.7233 -2.6251
H 1.6239 -0.7504 -3.7834
H -0.2132 -0.9783 -0.9684
H 0.8944 0.5726 -1.4882
H -0.5664 0.0051 -2.5388
H 1.8645 -5.8763 0.8993
H 4.3788 -6.9095 -1.0403
H 5.0607 -3.5711 -0.6384
C -4.9364 -3.3939 -1.2622
C -5.7520 -2.3808 -0.4602
C -4.8325 -1.2041 -0.1379
S -3.6191 -1.1447 -1.4478
O -2.3188 -1.4426 -0.8851
O -3.8596 0.0259 -2.2678
C -4.2003 -2.5857 -2.3203
H -5.5723 -4.1614 -1.7130
H -4.2166 -3.8938 -0.6031
H -6.5981 -2.0329 -1.0652
H -6.1617 -2.8234 0.4531
H -5.3824 -0.2600 -0.1090
H -4.3038 -1.3564 0.8071
H -3.3575 -3.1211 -2.7607
H -4.8843 -2.2485 -3.1049
C -7.2142 -0.2697 5.0936
C -7.6556 1.1039 4.5906
C -6.8807 1.3928 3.3061
S -6.5100 -0.1961 2.5781
O -5.0754 -0.3898 2.6011
O -7.2960 -0.3630 1.3720
C -7.2334 -1.1808 3.8753
H -7.8709 -0.6428 5.8849
H -6.1972 -0.2058 5.4988
H -8.7311 1.0855 4.3764
H -7.4836 1.8835 5.3393
H -7.4727 1.9849 2.6037
H -5.9342 1.8990 3.5149
H -6.6570 -2.0969 4.0147
H -8.2590 -1.4218 3.5800
C 3.7894 4.4036 2.1331
C 4.8908 3.4485 2.5907
C 4.7705 2.1755 1.7546
S 4.0463 2.6672 0.1972
O 2.7377 2.0582 0.0850
O 5.0443 2.5589 -0.8482
C 3.8349 4.3872 0.6124
H 3.9367 5.4127 2.5288
H 2.8159 4.0405 2.4838
H 5.8699 3.9117 2.4187
H 4.8159 3.2270 3.6600
H 5.7472 1.7196 1.5732
H 4.1019 1.4493 2.2250
H 2.9245 4.7739 0.1512
H 4.7074 4.9314 0.2387
C -8.4881 3.3141 -2.7410
C -7.7437 2.0606 -2.2836
C -7.3568 2.2656 -0.8199
S -8.5789 3.3711 -0.1300
O -7.9273 4.6143 0.2249
O -9.4124 2.6386 0.8023
C -9.4914 3.6230 -1.6398
H -8.9829 3.1635 -3.7049
H -7.7810 4.1453 -2.8489
H -8.4058 1.1907 -2.3718
H -6.8617 1.8656 -2.9015
H -7.3653 1.3235 -0.2658
H -6.3774 2.7431 -0.7279
H -9.8726 4.6448 -1.6801
H -10.3214 2.9102 -1.6520
C -9.4375 -5.7966 0.1543
C -9.8789 -4.4230 -0.3487
C -9.1040 -4.1341 -1.6332
S -8.7333 -5.7229 -2.3612
O -7.2987 -5.9167 -2.3382
O -9.5193 -5.8899 -3.5673
C -9.4568 -6.7077 -1.0640
H -10.0942 -6.1697 0.9456
H -8.4205 -5.7326 0.5595
H -10.9544 -4.4414 -0.5629
H -9.7069 -3.6434 0.4000
H -9.6960 -3.5420 -2.3356
H -8.1575 -3.6279 -1.4244
H -8.8803 -7.6238 -0.9246
H -10.4823 -6.9487 -1.3593
C 8.6322 2.6473 6.2931
C 9.7808 3.1751 5.4347
C 9.1965 4.2061 4.4705
S 7.7641 4.8965 5.2850
O 6.5831 4.5221 4.5358
O 8.0431 6.2689 5.6582
C 7.8552 3.8756 6.7427
H 8.9961 2.0674 7.1463
H 7.9888 1.9958 5.6897
H 10.5274 3.6545 6.0793
H 10.2846 2.3687 4.8927
H 9.9109 5.0043 4.2536
H 8.8646 3.7397 3.5388
H 6.8504 3.6418 7.0986
H 8.4059 4.4320 7.5070
C -1.6091 4.5052 1.7580
C -2.0656 5.5638 2.7608
C -3.5922 5.5252 2.8053
S -4.0625 3.8550 2.3800
O -4.7723 3.8833 1.1185
O -4.5958 3.1958 3.5554
C -2.4109 3.2542 2.0851
H -0.5327 4.3212 1.8234
H -1.8346 4.8400 0.7385
H -1.6615 5.3254 3.7521
H -1.7036 6.5605 2.4899
H -3.9718 5.7670 3.8013
H -4.0314 6.1998 2.0652
H -2.4180 2.5241 1.2740
H -2.0544 2.7883 3.0087
C 11.0706 -1.1994 -5.0496
C 9.8610 -0.6026 -5.7676
C 9.1519 0.3226 -4.7800
S 10.4085 0.9077 -3.6529
O 10.1214 0.3876 -2.3326
O 10.6490 2.3160 -3.8963
C 11.7521 -0.0327 -4.3502
H 11.7485 -1.7023 -5.7454
H 10.7351 -1.9365 -4.3104
H 10.2007 -0.0247 -6.6357
H 9.1845 -1.3803 -6.1355
H 8.6926 1.1753 -5.2863
H 8.3985 -0.2153 -4.1980
H 12.4379 -0.3460 -3.5613
H 12.2715 0.6083 -5.0689



Entry 2:
129
Properties=species:S:1:pos:R:3 method="wB97M-V/def2-TZVPD" lumo_ha=-0.0764 largest_force_ev_per_a=1.8 total_charge=+1 e_tot_ev=-69421.8194
C 5.1712 -7.7527 0.5543
C 4.3505 -6.4743 0.8336
C 5.2446 -5.3014 1.2917
C 5.1692 -5.1341 2.8084
C 6.1770 -4.1451 3.4642
C 7.2162 -3.4839 2.5424
C 6.7106 -2.3572 1.6289
C 5.7628 -1.3459 2.2826
C 4.2913 -1.7759 2.3127
C 3.3278 -0.5585 2.3661
C 1.9443 -1.0404 1.9210
C 0.8354 -0.0031 2.1415
C -0.4553 -0.4914 1.4094
C -1.6017 -0.6809 2.4299
C -2.9172 -0.9325 1.6712
C -2.8383 -2.1563 0.7490
C -4.2613 -2.7114 0.4781
C -4.2342 -4.2068 0.1093
C -5.5171 -4.9745 0.5121
C -5.1618 -6.3635 1.1074
B -5.7571 -6.6769 2.5227
Cl -5.7469 -8.3893 3.0811
C -6.3887 -5.6277 3.5280
C -5.4089 -4.5069 3.8947
O -4.3498 -4.9845 4.7354
C -3.1157 -4.8175 4.2193
C -2.0639 -4.2912 5.1523
O -2.8458 -5.1015 3.0973
H 5.4616 -7.7539 -0.4935
H 4.5464 -8.6244 0.7382
H 6.0473 -7.8074 1.1956
H 3.5858 -6.6579 1.5884
H 3.8312 -6.2149 -0.0871
H 4.8106 -4.4123 0.8347
H 6.2508 -5.4313 0.9014
H 4.1522 -4.8530 3.0825
H 5.3237 -6.1241 3.2445
H 6.7483 -4.7242 4.1915
H 5.6868 -3.3714 4.0483
H 7.9575 -3.0296 3.2045
H 7.7488 -4.2608 1.9975
H 6.2589 -2.7213 0.7088
H 7.5962 -1.8052 1.3032
H 6.0966 -1.0071 3.2647
H 5.7794 -0.4569 1.6459
H 4.0194 -2.3481 1.4231
H 4.0500 -2.3728 3.1903
H 3.3092 -0.2422 3.4099
H 3.6937 0.2460 1.7264
H 1.9917 -1.3759 0.8845
H 1.7156 -1.9232 2.5253
H 1.1653 0.9475 1.7218
H 0.6205 0.0649 3.2034
H -0.7410 0.1904 0.6045
H -0.2543 -1.4700 0.9800
H -1.3621 -1.5567 3.0366
H -1.6485 0.2226 3.0364
H -3.7131 -1.0144 2.4103
H -3.0895 -0.0558 1.0394
H -2.2388 -2.9502 1.1970
H -2.4326 -1.8560 -0.2175
H -4.8416 -2.5557 1.3888
H -4.7106 -2.1240 -0.3231
H -4.1045 -4.2522 -0.9737
H -3.3496 -4.6600 0.5502
H -6.1526 -4.3649 1.1520
H -6.0787 -5.1469 -0.4045
H -4.0892 -6.5541 1.1303
H -5.5716 -7.1251 0.4362
H -7.2700 -5.1634 3.0761
H -6.6969 -6.1484 4.4330
H -5.0612 -3.9771 3.0133
H -5.9801 -3.7906 4.4872
H -1.1890 -4.0121 4.5753
H -2.4025 -3.4120 5.6959
H -1.7678 -5.0663 5.8570
C 3.2163 6.5386 -1.6452
C 2.6551 6.3529 -3.0517
C 1.3832 7.1645 -3.3049
C 0.1075 6.6144 -2.6487
P -0.7481 5.2689 -3.4705
C -0.9601 5.7387 -5.2046
C -1.4989 7.1300 -5.5679
C -3.0026 7.3765 -5.4121
C -3.8909 6.3111 -6.0449
C -2.4039 5.1009 -2.8064
C -2.6451 4.8609 -1.3078
C -2.5308 3.4225 -0.7996
C -3.1651 2.3645 -1.6946
C 0.1608 3.7243 -3.6176
C 0.4440 2.7649 -2.4523
C 1.1398 3.3468 -1.2135
C 2.6362 3.0442 -1.1722
H 2.4958 6.2550 -0.8743
H 4.1076 5.9269 -1.5074
H 3.4985 7.5789 -1.4769
H 2.4844 5.2910 -3.2422
H 3.4149 6.6712 -3.7683
H 1.2328 7.2459 -4.3845
H 1.5427 8.1824 -2.9447
H -0.6227 7.4322 -2.6206
H 0.2875 6.3742 -1.5987
H -1.5469 4.9566 -5.6935
H 0.0387 5.6559 -5.6458
H -1.2466 7.3018 -6.6169
H -0.9614 7.8962 -5.0030
H -3.2300 8.3366 -5.8797
H -3.2671 7.5040 -4.3591
H -3.6749 6.2017 -7.1093
H -4.9400 6.5873 -5.9438
H -3.7677 5.3363 -5.5683
H -2.9680 4.3964 -3.4214
H -2.8641 6.0727 -3.0052
H -3.6613 5.2000 -1.0937
H -1.9860 5.5040 -0.7182
H -3.0031 3.3713 0.1835
H -1.4815 3.1822 -0.6194
H -4.2370 2.5370 -1.8109
H -3.0243 1.3778 -1.2521
H -2.7153 2.3344 -2.6899
H 1.1025 3.9509 -4.1263
H -0.4088 3.1451 -4.3552
H 1.0404 1.9394 -2.8464
H -0.4960 2.3011 -2.1539
H 0.6944 2.9053 -0.3189
H 0.9741 4.4232 -1.1330
H 2.8049 1.9714 -1.0690
H 3.1030 3.5357 -0.3184
H 3.1441 3.3807 -2.0789



Entry 3:
135
Properties=species:S:1:pos:R:3 method="wB97M-V/def2-TZVPD" lumo_ha=0.0026 largest_force_ev_per_a=4.3 e_tot_ev=-65354.9856 smiles=C1CCOC1.C1CCOC1.C1CCOC1.C1CCOC1.C1CCOC1.C1CCOC1.C1CCOC1.C1CCOC1.C1CCOC1.CCO.CCO
C -6.7827 0.1715 -3.0969
C -6.9119 0.0526 -4.6290
C -5.5811 0.4127 -5.1486
O -4.6604 0.2829 -4.0464
C -5.3388 -0.2658 -2.9318
H -7.3298 -0.5611 -2.5035
H -6.9791 1.1880 -2.7561
H -7.6087 0.8399 -4.9167
H -7.1305 -0.9855 -4.8794
H -5.6666 1.4434 -5.4929
H -5.2929 -0.2840 -5.9359
H -5.0541 0.1817 -1.9796
H -5.3607 -1.3542 -2.8774
C 2.2054 2.9898 -8.5553
C 0.7094 2.9468 -8.7982
C 0.1924 3.6094 -7.5214
O 1.1062 4.5881 -7.1153
C 2.3089 4.3259 -7.7768
H 2.7630 3.1261 -9.4820
H 2.7866 2.2747 -7.9731
H 0.3285 1.9491 -9.0163
H 0.4794 3.6895 -9.5621
H 0.2663 2.9023 -6.6952
H -0.8608 3.8900 -7.5188
H 3.1591 4.2741 -7.0966
H 2.4836 5.1337 -8.4874
C 6.4813 4.2682 3.1737
C 5.6488 3.1861 2.5256
C 4.6586 2.8064 3.6663
O 5.3184 3.2284 4.9034
C 6.6271 3.7690 4.5835
H 5.9630 5.2268 3.1998
H 7.4761 4.4561 2.7698
H 6.3091 2.4061 2.1463
H 5.0690 3.5384 1.6725
H 4.5804 1.7192 3.6662
H 3.7253 3.3461 3.5060
H 7.3328 2.9483 4.7121
H 6.9617 4.4954 5.3242
C 4.7660 -1.4233 -3.8583
C 4.9142 -0.0277 -3.4164
C 6.3526 0.3793 -3.7032
O 6.5674 -0.2616 -4.9323
C 5.9657 -1.6221 -4.7967
H 3.8299 -1.5117 -4.4097
H 4.7626 -2.1575 -3.0527
H 4.7078 0.0548 -2.3493
H 4.2144 0.6213 -3.9430
H 7.1133 0.1108 -2.9702
H 6.4617 1.4605 -3.7887
H 6.7422 -2.3422 -4.5386
H 5.5716 -1.9029 -5.7734
C -2.9480 4.1173 2.5335
C -3.6267 4.9296 3.6161
C -3.7626 6.3327 2.9682
O -2.6144 6.3131 2.2169
C -2.4373 5.0238 1.5164
H -3.5114 3.3006 2.0822
H -2.0851 3.6194 2.9757
H -3.0632 4.8778 4.5477
H -4.5578 4.5051 3.9915
H -3.7085 7.0521 3.7853
H -4.6865 6.5475 2.4312
H -1.4434 4.9782 1.0713
H -3.0635 5.2340 0.6493
C 2.1763 -7.4561 4.6450
C 2.3966 -7.2691 6.1201
C 3.1457 -5.9355 6.0669
O 2.7048 -5.2173 4.8895
C 1.9012 -6.0450 4.0665
H 1.3861 -8.1567 4.3751
H 3.1122 -7.7417 4.1648
H 2.9334 -8.0939 6.5887
H 1.4317 -7.2184 6.6247
H 4.1959 -6.1703 5.8936
H 2.8685 -5.3705 6.9568
H 2.2339 -5.9508 3.0328
H 0.8548 -5.7657 4.1895
C -0.6065 -5.4274 -3.7328
C -1.1172 -4.2394 -4.5526
C -2.2343 -4.8756 -5.3985
O -2.4668 -6.1560 -4.8426
C -1.8367 -6.2199 -3.6149
H -0.0704 -5.0897 -2.8459
H 0.1246 -6.0355 -4.2655
H -0.3796 -3.7849 -5.2139
H -1.5878 -3.4847 -3.9223
H -1.8643 -4.9700 -6.4194
H -3.0662 -4.1722 -5.4355
H -1.7593 -7.2151 -3.1770
H -2.6047 -5.7370 -3.0106
C -1.3358 0.3810 6.8865
C -0.3748 -0.6078 7.4761
C -1.3499 -1.7106 7.9667
O -2.4870 -0.9249 8.3554
C -2.3914 0.4276 7.9485
H -1.6092 -0.1956 6.0028
H -0.8606 1.3341 6.6546
H 0.0807 -0.1330 8.3451
H 0.3299 -1.0013 6.7435
H -0.9474 -2.3026 8.7887
H -1.6233 -2.4077 7.1746
H -1.9486 0.9717 8.7827
H -3.3131 0.8159 7.5152
C -5.0397 -3.4364 2.7394
C -5.1038 -4.9027 2.4372
C -5.1370 -5.5870 3.7185
O -5.9594 -4.7237 4.4606
C -5.8230 -3.2867 4.0421
H -5.5272 -2.8289 1.9769
H -3.9971 -3.1285 2.8197
H -4.3846 -5.4053 1.7904
H -6.0687 -5.0248 1.9450
H -4.1808 -5.6211 4.2407
H -5.4632 -6.6264 3.6820
H -5.3727 -2.7056 4.8468
H -6.7615 -2.8151 3.7504
C 4.0231 7.0636 -1.8376
C 2.5774 7.0821 -2.2867
O 2.0919 5.7703 -2.5677
H 4.4343 8.0217 -1.5196
H 4.6092 6.5620 -2.6078
H 4.1619 6.4403 -0.9543
H 2.4840 7.5717 -3.2561
H 1.9300 7.6513 -1.6196
H 1.7207 5.7478 -3.4528
C 0.0586 -0.5072 0.0528
C 0.1376 0.6750 -0.9049
O 1.0799 1.4833 -0.3435
H -0.8534 -0.9444 -0.3537
H -0.3096 -0.3400 1.0650
H 0.9321 -1.1529 0.1428
H -0.8311 1.1723 -0.9540
H 0.4189 0.2814 -1.8817
H 1.2683 2.2406 -0.9026